(1)
# C56H42NOP2PdS

C56H42NOP2PdS as an isolated structure (ωB97M-V with the def2-TZVPD basis set, the Open Molecules 2025 dataset).

Structure (XYZ):
```
104
Properties=species:S:1:pos:R:3:forces:R:3
Pd 0.50564 0.34888 -1.11160 0.2 0.2 0.4
S 0.55455 -0.30634 1.60684 -0.1 0.2 -0.2
P 2.78401 -0.17424 -0.67883 -0.1 -0.1 0.0
P -1.84585 0.00709 -0.60101 0.0 -0.1 0.1
O 1.41150 0.91650 1.63291 0.0 0.0 0.1
N -6.61165 1.83710 -4.20447 0.0 0.0 0.0
C -4.92217 -0.77097 1.86345 0.1 0.0 0.0
C -1.46918 0.09726 5.06889 -0.1 0.0 -0.1
C -2.11337 -0.31894 2.28098 0.1 0.0 0.0
C 5.14741 -2.56123 2.49465 -0.1 0.0 0.0
C -2.31122 -2.09195 -4.05814 0.0 0.0 0.0
C 4.13820 1.63654 -2.25748 0.0 0.0 0.0
C -5.14639 -0.52950 4.46053 0.0 0.0 0.0
C -1.41180 2.21174 -2.12461 0.2 -0.1 0.1
C 5.78331 -1.74374 1.55489 0.0 0.0 0.0
C 1.91843 -3.43168 3.85548 0.0 0.0 0.0
C 4.76928 2.84416 -2.50625 0.0 0.0 0.0
C 3.07210 -1.31198 -2.04527 0.0 0.0 0.0
C 3.23890 -2.91233 -4.31479 0.0 0.0 0.0
C -4.00623 -0.68135 0.80086 -0.1 0.0 0.0
C -0.77063 -0.17370 2.74391 0.0 0.0 0.1
C -5.57578 2.12292 -3.78646 0.0 0.0 -0.1
C -1.94219 3.89517 0.40054 0.0 0.2 -0.1
C -2.64609 -0.43301 0.95600 -0.1 0.0 -0.1
C -4.26873 3.19048 -1.91480 0.0 0.0 0.0
C -4.44718 -0.56464 3.13102 0.0 0.0 -0.1
C -3.16860 2.13835 -3.95723 0.0 0.1 0.1
C 2.92909 -1.63782 1.83996 0.0 -0.1 0.0
C -4.03252 -0.20838 5.48714 0.0 0.0 0.0
C 4.98950 -0.96843 0.72632 0.0 0.0 0.0
C 2.07932 -1.26554 -3.02746 -0.1 0.0 0.0
C -2.07265 -1.06726 -3.16012 0.0 0.0 0.0
C -2.65952 2.63386 0.17782 0.1 -0.1 0.0
C 4.42099 3.50674 -0.21102 0.0 0.0 0.0
C 4.91086 3.77572 -1.48572 0.0 0.0 0.0
C -3.06379 -0.34664 3.31770 -0.1 0.0 0.0
C 3.57791 -0.93518 0.79107 0.0 0.0 0.0
C -1.86181 2.24943 -3.49166 0.0 0.0 0.0
C -2.23559 -1.28396 -1.78703 -0.1 0.0 0.0
C 5.68745 -3.54530 3.47507 0.0 0.0 0.0
C 4.15250 -2.17689 -2.21060 0.0 0.0 0.1
C 2.15558 -2.05773 -4.15973 0.0 0.0 0.0
C 4.44039 -4.11325 4.18696 0.0 0.0 0.0
C 3.75417 -2.48804 2.60837 0.0 0.0 0.0
C -2.76707 -0.14115 4.67977 0.1 0.0 0.1
C -0.10776 2.51190 -1.81483 -0.1 0.1 0.0
C -3.69179 2.29037 -0.83691 0.0 -0.1 0.0
C -2.77002 5.28702 -1.53005 -0.1 0.0 -0.1
C -4.30812 2.42928 -3.23152 0.0 0.0 0.0
C 3.29355 -3.36951 3.59311 0.0 0.0 0.0
C -2.82090 -3.57862 -2.23473 0.0 0.0 0.0
C -2.59373 -2.55618 -1.32878 0.0 -0.1 0.0
C 1.08895 -2.54605 3.19187 0.0 0.0 0.0
C -0.48014 0.05424 4.08078 0.0 0.0 0.0
C 4.23054 -2.97110 -3.34303 0.0 0.0 0.0
C 3.65148 1.36333 -0.97353 0.0 0.0 -0.1
C 1.57488 -1.61243 2.26086 0.0 0.0 0.0
C 3.78209 2.30901 0.05135 0.0 0.0 0.0
C -1.99311 5.01075 -0.33234 0.1 -0.1 0.1
C -2.31958 1.69730 -1.03362 -0.1 0.1 0.0
C -3.67902 4.55247 -2.17576 0.1 0.1 0.0
C -2.68710 -3.34887 -3.59812 0.0 0.0 0.0
H -2.88134 -4.14702 -4.30188 0.0 0.0 0.0
H -3.30183 1.87024 -4.99980 0.0 0.0 0.0
H -1.78033 -0.09495 -3.53569 0.0 -0.1 0.1
H 4.47193 -3.97558 5.27111 0.0 0.0 0.0
H -2.21389 -1.90913 -5.12003 0.0 0.0 0.0
H 3.31315 -3.53493 -5.19623 0.0 0.0 0.0
H 0.55647 0.19990 4.36571 0.0 0.0 0.0
H 4.32324 -5.18933 4.02909 0.0 0.0 0.0
H -2.78869 2.06986 1.09500 0.0 0.0 0.0
H 6.37552 -3.05456 4.16955 0.0 0.0 0.0
H 0.03394 -2.52777 3.43322 0.0 0.0 0.0
H 3.38764 2.10729 1.03873 0.0 0.0 0.0
H 4.93805 -2.24138 -1.46957 0.0 0.0 0.0
H 5.47397 -0.36421 -0.03238 0.0 0.0 0.0
H 0.56237 2.87541 -2.58430 0.0 0.0 0.0
H -5.93856 0.21973 4.46132 0.0 0.0 0.0
H 5.15837 3.05476 -3.49307 0.0 0.0 0.0
H 4.53905 4.23656 0.57842 0.0 0.0 0.0
H -2.59171 6.27106 -1.94757 0.0 0.0 0.0
H -1.38281 5.84081 0.00368 0.0 0.0 0.0
H -4.14356 5.02160 -3.03770 0.0 0.0 0.0
H 0.17329 2.69451 -0.77666 0.0 0.0 0.0
H 1.38201 -2.00907 -4.91374 0.0 0.0 0.0
H -5.62342 -1.48912 4.66475 0.0 0.0 0.0
H -1.07265 2.30028 -4.23442 0.0 0.0 0.0
H -3.11745 -4.55451 -1.87499 0.0 0.0 0.0
H -1.30566 3.89091 1.27865 0.0 0.0 0.0
H -2.71998 -2.74836 -0.27142 0.0 0.0 0.0
H 4.04299 0.90642 -3.05122 0.0 0.0 0.0
H -3.95503 -0.96875 6.26513 0.0 0.0 0.0
H -4.43651 1.59362 -0.46958 0.0 0.0 0.0
H -5.30779 3.37290 -1.62365 0.0 0.0 0.0
H -5.96500 -0.97111 1.65774 0.0 0.0 0.0
H 6.27616 -4.31544 2.96991 0.0 0.0 0.0
H 5.07132 -3.63894 -3.47275 0.0 0.0 0.0
H 1.51539 -4.11992 4.58658 0.0 0.0 0.0
H -4.39905 -0.80479 -0.20323 0.0 0.0 0.0
H -4.20518 0.74146 5.99569 0.0 0.0 0.0
H -1.20403 0.29037 6.09930 0.0 0.0 0.0
H 1.22861 -0.57778 -2.91649 0.1 -0.2 -0.2
H 5.40906 4.71581 -1.68195 0.0 0.0 0.0
H 6.86060 -1.73053 1.45313 0.0 0.0 0.0
```
Forces are in eV/Å.

Summary:
**Charge**: +3
**2S+1**: 5
**Molar mass**: 945.393 g mol⁻¹
**Frontier orbital gap (spin up / spin down)**: 5.897 / 3.589 eV
**LUMO energy (spin up / spin down)**: -8.4 / -11.3 eV

Atomic partial charges in e from the Mulliken method, atoms 1 to 5: number 1, Pd, carries -1.030; number 2, S, carries 1.901; number 3, P, carries 1.644; number 4, P, carries 1.964; number 5, O, carries -0.689

(2)
# C56H43BrF4N11O2PTi

C56H43BrF4N11O2PTi as an isolated structure at a distorted geometry (ωB97M-V with the def2-TZVPD basis set, the Open Molecules 2025 dataset).

Structure (XYZ):
```
119
Properties=species:S:1:pos:R:3:forces:R:3
Br 2.01945 1.95138 -2.70339 0.0 0.1 0.1
Ti -0.57306 -0.52132 0.74200 0.4 -1.4 -1.1
P 2.05825 -1.43527 -2.14402 0.2 0.0 -0.2
F 3.79511 2.62228 -4.97056 0.0 -0.1 0.0
F 5.09930 -1.67599 -6.29173 -0.1 0.1 0.1
F 3.66350 -2.74552 -4.34725 0.0 0.1 0.0
F 5.19304 1.02046 -6.62207 -0.1 0.0 0.1
O -0.42911 -2.99810 1.05585 -0.1 0.3 -0.1
O -2.85091 -0.25795 3.64070 0.0 0.1 0.0
N -1.61730 1.25986 -2.03369 0.2 -0.1 0.3
N 3.39917 -3.75057 4.56791 0.1 0.0 0.1
N -0.90543 1.69128 -1.11558 -0.4 -0.4 -0.5
N -1.33309 2.01225 1.82063 0.1 0.3 -0.2
N 0.97222 -1.17758 2.31135 0.1 0.5 -0.2
N 2.19472 -5.03567 5.79711 0.0 0.0 0.0
N 2.38996 -3.82112 5.47232 -0.1 0.2 0.0
N -1.69953 -1.46908 2.04922 -0.3 0.1 0.3
N 0.68406 1.11376 0.99470 0.2 0.3 0.7
N -1.87917 1.09501 1.16544 -0.4 0.1 0.9
N 2.66403 -1.72892 3.58240 0.1 0.2 -0.1
C 0.74689 2.99372 2.48173 -0.1 0.0 0.0
C 5.93707 -3.25694 -0.38875 0.0 0.0 0.0
C 4.41988 -0.88009 -5.47868 0.0 0.0 0.0
C -0.99895 5.88756 -0.85046 0.0 0.0 0.0
C -2.14181 5.18180 -1.20393 0.0 0.0 0.0
C -1.47156 -1.06119 -1.06486 0.3 -0.1 0.1
C 2.49921 -2.99636 1.46191 0.0 0.0 -0.1
C 4.50630 -1.41094 -0.94326 0.0 0.0 0.1
C 1.07372 -2.70776 -3.00902 0.1 0.0 0.1
C -4.02306 0.10850 0.56553 0.0 0.0 0.0
C 0.05857 -4.89974 -3.00640 -0.1 0.0 0.0
C -3.05497 -1.81144 -3.31802 0.1 0.1 0.0
C 0.06700 2.01993 1.77059 0.0 0.1 0.0
C 5.68442 -1.89057 -0.39093 0.0 0.0 0.0
C -1.27055 -2.75218 1.92414 -0.2 0.1 0.0
C -3.29870 1.18282 1.07838 0.0 0.0 -0.2
C -5.31930 2.43349 1.37956 0.0 0.0 0.0
C -5.40031 0.19991 0.47738 0.0 0.0 0.0
C -0.40321 -4.69252 -4.29820 0.0 0.0 0.0
C -3.94459 2.35757 1.47261 0.0 0.0 0.0
C 0.18391 5.20961 -0.59327 0.0 0.0 0.0
C 0.22728 3.82694 -0.68140 0.0 0.0 0.0
C -2.68198 -2.74425 -2.37379 0.1 0.0 0.1
C 1.93066 -0.81289 4.29935 0.0 0.0 0.0
C -1.86644 -0.13145 -2.05758 0.1 0.3 0.0
C -0.91320 3.12444 -1.05075 0.0 0.0 0.1
C 3.88900 -4.99985 4.31536 0.0 0.0 -0.1
C 2.12314 3.03761 2.37500 0.1 -0.1 -0.1
C -1.88900 -2.37526 -1.28667 0.0 -0.1 0.0
C -2.63002 -0.50142 -3.15450 0.0 0.0 -0.1
C -6.04948 1.35653 0.88817 0.0 0.0 0.0
C 3.84642 -3.63951 -1.52947 0.0 0.0 -0.1
C 2.98734 0.74845 -3.77320 0.0 0.2 -0.1
C 5.07679 -6.86491 3.51874 0.0 0.0 0.0
C 4.28632 -7.71001 4.32982 0.0 0.0 0.0
C 3.10025 -5.82266 5.11432 0.0 -0.1 0.0
C -2.10352 3.80224 -1.30424 0.0 0.0 0.0
C 2.01871 1.15702 0.90001 0.0 -0.1 -0.2
C -0.16964 -3.47729 -4.92498 0.0 0.0 0.0
C 3.29304 -7.20804 5.13387 0.0 0.0 0.0
C 5.01936 -4.12390 -0.96523 0.0 0.0 0.0
C 2.05726 -1.93390 2.39445 -0.2 -0.3 0.1
C 3.81341 -2.46910 4.07173 0.0 -0.1 0.0
C 4.46890 0.49371 -5.65035 0.0 0.0 0.0
C 4.90120 -5.50048 3.49088 0.0 0.0 0.0
C 2.92728 -0.62501 -3.56654 -0.1 -0.3 -0.1
C 0.89467 -0.46743 3.50432 -0.1 -0.1 0.1
C 0.77006 -3.90301 -2.35751 0.0 0.0 0.1
C 3.74492 1.30575 -4.79090 0.0 0.0 -0.1
C -1.92282 -3.65898 2.92558 0.0 -0.1 0.0
C 0.56564 -2.48985 -4.28639 0.0 0.0 0.0
C -2.76621 -2.70206 3.77377 0.0 0.0 0.0
C 3.57033 -2.27835 -1.50915 -0.1 0.0 0.1
C 2.76680 2.11402 1.55559 -0.1 0.1 0.0
C -2.50442 -1.31638 3.20611 0.1 -0.1 0.0
C 3.65954 -1.41479 -4.45134 0.1 -0.1 -0.1
H -1.15701 -4.19226 3.49085 0.0 0.0 0.0
H 4.51453 -2.63535 3.25396 0.0 0.0 0.1
H 1.07823 5.75864 -0.33137 0.0 0.0 0.0
H -3.52282 -0.79538 0.25015 0.0 0.0 0.0
H -2.49424 -2.70342 4.82847 0.0 0.0 0.0
H 5.52250 -4.86431 2.87489 0.0 0.0 0.0
H 4.33713 -0.33759 -0.96674 0.0 0.0 0.0
H -2.51396 -4.40831 2.39633 0.0 0.0 0.0
H -3.65960 -2.09162 -4.16866 0.0 0.0 0.0
H -3.36996 3.19339 1.84161 0.0 0.0 0.0
H 6.85714 -3.63957 0.03084 0.0 0.0 0.0
H -2.99079 -3.77553 -2.47225 0.0 0.0 0.0
H -1.02983 6.96562 -0.77944 0.0 0.0 0.0
H 2.47386 0.39598 0.27396 0.0 0.1 0.1
H 5.84903 -7.30790 2.90545 0.0 0.0 0.0
H -3.83588 -2.90405 3.71566 0.0 0.0 0.0
H -5.96782 -0.63284 0.08776 0.0 0.0 0.0
H 3.16964 -4.33351 -2.00928 0.0 0.0 0.0
H 3.83880 2.12983 1.42746 0.0 0.0 0.0
H -0.13449 -5.83755 -2.50364 0.0 0.0 0.0
H 5.22430 -5.18512 -0.99704 0.0 0.0 0.0
H -7.12658 1.42136 0.82158 0.0 0.0 0.0
H 2.68526 -7.84319 5.76124 0.0 0.0 0.0
H -3.06313 5.70902 -1.40762 0.0 0.0 0.0
H 4.29798 -1.86956 4.84359 -0.1 -0.1 0.0
H 2.18654 -0.53618 5.30486 0.0 0.0 0.1
H 1.09351 -4.06680 -1.33503 0.0 0.0 0.0
H 4.47876 -8.77276 4.31737 0.0 0.0 0.0
H -2.98479 3.23556 -1.57424 0.0 0.0 0.0
H 6.41091 -1.20085 0.01668 0.0 0.0 0.0
H 0.75853 -1.55689 -4.80206 0.0 0.0 0.0
H 2.69014 3.78474 2.91188 0.0 0.0 0.0
H 2.36821 -3.97064 1.93887 0.0 0.0 0.0
H -0.54162 -3.30215 -5.92470 0.0 0.0 0.0
H 0.06579 0.18059 3.73822 0.0 0.0 0.0
H 0.18028 3.69002 3.08318 0.0 0.0 0.0
H -2.89147 0.27195 -3.86383 0.0 0.0 0.0
H -0.94706 -5.47234 -4.81215 0.0 0.0 0.0
H -1.59709 -3.16449 -0.61484 0.0 0.0 0.0
H 1.15614 3.30949 -0.49997 0.1 -0.1 0.0
H -5.82603 3.33725 1.68706 0.0 0.0 0.0
H 1.89486 -2.97762 0.56263 0.0 0.0 0.0
H 3.54887 -2.88893 1.19030 0.0 0.0 0.0
```
Forces are in eV/Å.

Summary:
**ΔE to the lowest compared entry with this formula, charge and spin**: 53.15 kJ/mol
**Charge**: +2
**Molar mass**: 1136.772 g mol⁻¹
**Frontier orbital gap**: 5.649 eV
**LUMO energy**: -7.3 eV

Atomic partial charges in e from the Mulliken method, atoms 1 to 5: number 1, Br, carries -0.132; number 2, Ti, carries -1.597; number 3, P, carries 0.987; number 4, F, carries -0.317; number 5, F, carries -0.278